Record 1
# C20H48F9N4O8

A 7-piece molecular cluster, C20H48F9N4O8 overall (ωB97M-V/def2-TZVPD, OMol25).

Summary:
charge	-1
total energy	-2510.48490	a.u.
relative energy (zero: lowest compared OMol25 entry of this formula, charge and spin)	0.00	kJ/mol
gap between HOMO and LUMO	6.698	eV
max |F|	4.17	eV/A

```
89
Properties=species:S:1:pos:R:3:lowdin_charge:R:1
N 0.43156 -0.95792 -0.62164 0.27
H -0.12333 -0.19532 -0.98308 0.06
H -0.15882 -1.76326 -0.47005 0.04
H 1.00230 -0.78748 0.19402 0.06
H 1.18183 -1.16226 -1.26618 0.04
N 4.33695 -0.47630 0.17192 0.31
H 3.57571 -0.05169 0.68213 0.06
H 3.95294 -0.83000 -0.69268 0.07
H 4.67609 -1.29940 0.64898 0.14
H 4.91797 0.31313 -0.07165 0.14
C 1.55006 -0.35358 2.99494 -0.41
O 1.62163 0.91046 3.61785 -0.10
O 1.96420 -0.14066 1.66077 -0.26
C 2.30205 -1.36057 3.96502 -0.60
F 2.67959 -2.40491 3.29556 0.15
F 3.44907 -0.93183 4.52733 0.13
F 1.42775 -1.79371 4.89003 0.12
C 0.58018 1.22947 4.60954 -0.23
C 0.83043 2.67373 5.07768 -0.09
H 1.79517 2.73409 5.58139 0.07
H 0.87160 3.36039 4.23216 0.07
H 0.06208 3.02653 5.76563 0.07
H 0.45778 0.57465 5.47228 0.11
H -0.41789 1.27335 4.17361 0.09
H 0.51508 -0.67649 2.88247 0.13
C -1.58691 -3.39909 1.38312 -0.40
O -1.23288 -4.69182 1.91085 -0.12
O -0.82332 -3.24340 0.17163 -0.26
C -3.15878 -3.18525 1.51108 -0.58
F -3.55174 -3.06409 2.83197 0.09
F -3.59294 -2.11537 0.93547 0.14
F -3.78625 -4.19862 0.93134 0.15
C 0.04333 -4.65519 2.64883 -0.24
C 0.21785 -6.04612 3.21004 -0.10
H 1.17231 -6.14412 3.72725 0.07
H -0.62884 -6.40915 3.79263 0.07
H 0.30620 -6.76030 2.39136 0.07
H 0.01254 -4.00516 3.52325 0.10
H 0.87725 -4.40717 1.99221 0.12
H -1.18477 -2.63233 2.04529 0.11
C 3.14687 -1.82917 -3.41354 -0.41
O 4.16535 -0.86234 -3.66784 -0.09
O 2.65840 -1.61319 -2.09631 -0.25
C 2.11457 -1.87619 -4.58339 -0.64
F 2.59022 -2.34904 -5.71649 0.15
F 1.07273 -2.62822 -4.31955 0.17
F 1.62338 -0.65039 -4.72730 0.14
C 5.16372 -1.27322 -4.58118 -0.31
C 6.13381 -0.12707 -4.87414 -0.07
H 5.55937 0.78906 -5.01139 0.08
H 6.76593 -0.15633 -3.98664 0.06
H 6.77480 -0.49829 -5.67378 0.07
H 4.80339 -1.63792 -5.54308 0.10
H 5.73535 -2.11502 -4.19040 0.11
H 3.52301 -2.85221 -3.41560 0.14
C 0.47217 2.27643 -2.74193 -0.05
C -1.01264 2.33232 -2.46944 -0.46
C -1.90734 2.67955 -3.66952 -0.17
O -1.59011 3.98726 -4.15441 -0.20
C -2.18594 5.09613 -3.45568 -0.09
N -1.27437 1.06696 -1.86906 0.02
H 0.60592 1.58725 -3.57575 0.07
H 1.05624 1.91242 -1.89667 0.08
H 0.94913 3.18648 -3.10582 0.07
H -1.16588 2.99045 -1.61417 0.13
H -2.96388 2.55402 -3.43274 0.12
H -1.64360 2.01330 -4.49089 0.13
H -1.93295 5.18543 -2.39922 0.08
H -3.25060 5.01201 -3.67368 0.08
H -1.98641 6.03689 -3.96877 0.08
H -2.16863 1.05236 -1.39982 0.04
H -1.40755 0.46234 -2.66706 0.10
C -2.20435 1.37216 1.56464 -0.04
C -3.61867 1.40463 1.00534 -0.46
C -4.11857 2.83284 0.67354 -0.16
O -4.19516 3.61708 1.85345 -0.16
C -5.38179 3.46799 2.55065 -0.15
N -3.76051 0.48951 -0.06573 0.04
H -1.85124 0.35220 1.71663 0.08
H -1.98664 1.97842 2.44393 0.07
H -1.49201 1.71365 0.81360 0.07
H -4.19697 0.89378 1.77521 0.13
H -5.09733 2.64516 0.23206 0.11
H -3.40951 3.26759 -0.03095 0.12
H -5.49273 2.58835 3.18469 0.08
H -6.22775 3.33071 1.87714 0.08
H -5.63438 4.25830 3.25755 0.08
H -3.56174 -0.38468 0.39943 0.05
H -4.75990 0.46664 -0.21000 0.09
```


Record 2
# C7H13ClNO3

An isolated ion of composition C7H13ClNO3 and charge +1 (ωB97M-V/def2-TZVPD, OMol25).

Summary:
charge	+1
total energy	-1014.87445	a.u.
gap between HOMO and LUMO	11.000	eV
max |F|	5.32	eV/A
SMILES	CCOC(=O)[C@@](C)([NH2+]C)C(=O)Cl

```
25
Properties=species:S:1:pos:R:3:lowdin_charge:R:1
C -0.04309 -0.52164 -0.81774 -0.41
C -2.57141 -1.37214 0.28233 -0.65
C 2.84448 -2.26230 -0.00251 0.00
C -0.93062 0.55562 1.46862 0.00
C -2.13030 2.39181 -0.32055 0.00
C 1.55353 -2.18670 -0.92008 -0.13
C -1.34588 0.05387 0.08002 -0.23
N -1.91813 1.03478 -0.81557 -0.02
O 0.07864 -0.00660 -1.87048 0.17
O -2.29323 -2.43069 0.71095 0.12
O 0.48867 -1.53894 -0.21843 0.08
Cl -4.10118 -0.84746 -0.34517 0.80
H 2.63444 -2.90661 0.79719 0.06
H 3.64959 -2.64570 -0.58789 0.08
H 3.14568 -1.38016 0.39946 0.04
H -1.63939 1.18889 1.94915 0.08
H -0.58989 -0.28927 2.17763 0.15
H -0.15757 1.19610 1.23316 0.06
H -2.87285 2.28235 0.51068 0.13
H -1.33360 2.91866 0.12505 0.10
H -2.49370 3.08170 -0.97571 0.08
H 1.35443 -3.12406 -1.29711 0.11
H 1.89262 -1.66125 -1.75942 0.10
H -2.84827 0.66423 -1.27410 0.14
H -1.17174 1.00585 -1.56137 0.14
```


Record 3
# C25H42Cl2NPRu

C25H42Cl2NPRu as an isolated structure (ωB97M-V/def2-TZVPD, OMol25).

Summary:
2S+1	5
total energy	-2389.07741	a.u.
relative energy (zero: lowest compared OMol25 entry of this formula, charge and spin)	0.00	kJ/mol
gap between HOMO and LUMO (spin up / spin down)	4.367 / 4.066	eV
max |F|	1.86	eV/A

```
72
Properties=species:S:1:pos:R:3:mulliken_spin:R:1
P 0.14086 2.39756 -2.46836 0.30
C 0.05129 3.71875 -1.24771 0.12
C 0.67137 4.99260 -1.86327 0.03
C 0.66706 6.18073 -0.89567 0.02
C -0.69608 6.41987 -0.24167 0.00
C -1.30607 5.15344 0.38069 0.01
C -1.32369 3.95683 -0.57666 0.05
C -1.31099 1.89915 -3.38393 0.12
C -1.52821 2.92987 -4.51198 0.06
C -2.59962 2.43533 -5.47793 0.02
C -3.90537 2.05951 -4.76374 0.00
C -3.71375 1.15665 -3.53317 0.01
C -2.60531 1.62625 -2.58500 0.06
C 1.78168 1.94041 -3.10493 0.15
C 2.85917 1.96311 -2.00104 0.03
C 4.24780 1.73956 -2.61438 -0.01
C 4.34610 0.48646 -3.50106 0.01
C 3.12841 0.24585 -4.40838 -0.01
C 1.78338 0.52847 -3.72884 0.07
H 0.72832 3.27621 -0.47898 0.01
H 0.10632 5.27779 -2.76228 -0.01
H 1.70171 4.79959 -2.19481 -0.01
H 0.97093 7.08672 -1.43252 0.00
H 1.40646 5.99824 -0.10463 0.00
H -0.61033 7.19005 0.53265 0.00
H -1.39003 6.79942 -1.00021 0.00
H -0.72410 4.87429 1.27007 0.00
H -2.33487 5.35628 0.70547 0.00
H -1.63442 3.05018 -0.03905 -0.02
H -2.08163 4.14143 -1.34562 0.00
H -1.00176 0.92623 -3.82403 0.00
H -2.21901 1.54732 -5.99585 0.00
H -0.59286 3.12419 -5.05799 -0.01
H -1.85451 3.88899 -4.07846 0.00
H -2.80674 3.20046 -6.23383 0.00
H -4.58138 1.55559 -5.46517 0.00
H -4.40204 2.98214 -4.44035 0.00
H -4.65296 1.08028 -2.96932 0.00
H -3.45072 0.14610 -3.87229 0.00
H -2.41214 0.87528 -1.80667 -0.05
H -2.93103 2.53280 -2.06252 0.00
H 1.98785 2.72046 -3.87218 0.03
H 2.84602 2.91334 -1.46014 0.01
H 2.66305 1.17925 -1.25725 -0.01
H 4.50116 2.61731 -3.22479 0.00
H 4.98849 1.69136 -1.80606 0.00
H 4.47984 -0.38958 -2.85501 0.00
H 5.24787 0.56121 -4.12524 0.00
H 3.13155 -0.78685 -4.77977 0.00
H 3.21427 0.89796 -5.28795 0.00
H 0.97354 0.41918 -4.45627 0.00
H 1.60679 -0.22767 -2.95168 -0.01
Ru -0.23705 -1.15630 1.03028 2.16
Cl -0.46960 -2.27349 -0.91126 0.06
Cl 1.45867 0.05019 1.88010 0.13
C -1.55515 0.19388 1.19267 0.46
H -1.22744 1.18619 1.56407 -0.01
C -3.00512 -0.02130 1.19266 -0.15
C -3.52839 -1.01063 0.34999 0.11
C -4.86868 -1.37456 0.40204 -0.06
C -5.71889 -0.73626 1.31715 0.16
C -5.22657 0.29425 2.13703 -0.08
C -3.88898 0.67570 2.06728 0.15
H -2.83584 -1.51016 -0.34098 0.02
H -5.24454 -2.13595 -0.27020 -0.01
H -5.90443 0.80395 2.81063 0.00
H -3.49123 1.48139 2.68131 0.00
H -6.77413 -1.02543 1.37080 0.01
N 0.33167 -2.98272 2.04793 0.07
H 1.24228 -3.26236 1.66062 0.00
H -0.34424 -3.73414 1.87518 -0.01
H 0.43458 -2.84631 3.05804 -0.01
```


Record 4
# C39H40BN6Os

C39H40BN6Os as an isolated structure (ωB97M-V/def2-TZVPD, OMol25).

Summary:
2S+1	5
charge	+3
total energy	-1953.09767	a.u.
relative energy (zero: lowest compared OMol25 entry of this formula, charge and spin)	55.14	kJ/mol
gap between HOMO and LUMO (spin up / spin down)	6.075 / 4.011	eV
max |F|	4.53	eV/A

```
87
Properties=species:S:1:pos:R:3:mulliken_spin:R:1
Os -0.00562 0.04284 0.04862 2.01
C 4.61165 1.05067 1.64296 0.00
C 3.15036 1.31495 1.42565 0.01
C 2.12772 0.66664 2.13489 0.24
C 0.73060 0.93844 1.93126 0.19
C -0.09753 0.62172 3.19936 -0.01
C 0.39643 1.94341 0.84686 -0.01
C 1.48022 2.72397 0.30010 0.00
C 1.29044 3.93849 -0.53587 0.02
C 2.78126 2.33919 0.57145 0.06
H 5.14172 2.04774 1.64268 0.00
H 5.14465 0.44931 0.90914 0.01
H 4.76027 0.58985 2.61881 0.00
H 2.41168 -0.06977 2.85981 0.02
H -1.21437 0.68842 3.09505 0.00
H 0.28356 1.24496 4.07489 0.00
H 0.12596 -0.41510 3.47459 -0.01
H -0.53566 2.48443 1.01978 0.01
H 1.24118 3.68202 -1.57251 0.01
H 2.00449 4.75695 -0.41386 0.01
H 0.29553 4.34861 -0.25695 0.00
H 3.56191 2.83616 -0.04296 0.00
C -0.19236 -4.38293 -2.76173 0.00
C 0.12394 -3.56019 -1.57392 -0.01
C 1.33845 -3.54719 -0.84106 0.04
C 1.10597 -2.76348 0.28877 0.12
N -0.05611 -1.98184 0.02860 0.29
N -0.71635 -2.64438 -1.00538 0.16
B -2.01886 -1.99179 -1.52048 0.00
N -1.34915 -0.86565 -2.41723 0.02
N -0.16494 -0.25156 -1.92564 0.17
C 0.14804 0.72012 -2.86213 -0.01
C -0.94504 0.93490 -3.74124 0.02
C -1.82206 -0.13006 -3.46264 0.03
C -3.14767 -0.52087 -4.00998 0.00
C 1.47804 1.18533 -2.71930 0.03
C 2.37997 0.54292 -1.86793 0.07
C 3.72634 0.76756 -1.97610 0.01
C 4.21258 1.74791 -2.82710 0.01
C 3.31458 2.50740 -3.56123 0.00
C 1.98375 2.17261 -3.57563 0.00
N -2.56134 -1.34203 -0.18505 0.01
N -1.97922 -0.08127 0.12578 0.01
C -2.87957 0.46844 1.01907 0.03
C -3.69660 -0.50390 1.55835 0.05
C -3.43813 -1.66572 0.77808 0.03
C -3.83844 -3.03241 1.12291 0.00
C -3.07293 1.89123 1.00016 0.01
C -2.87450 2.64454 -0.18214 0.01
C -3.02237 4.02027 -0.17823 0.00
C -3.55124 4.62366 0.96191 0.01
C -3.95738 3.86930 2.05282 0.00
C -3.66620 2.49529 2.11847 0.01
C 1.44316 -2.92087 1.65098 0.05
C 0.44285 -2.71863 2.61001 0.06
C 0.69282 -2.97491 3.92864 0.00
C 1.99531 -3.28918 4.34792 0.11
C 2.95580 -3.43745 3.40790 -0.02
C 2.72429 -3.26093 2.03358 0.10
H 0.16391 -3.85565 -3.64972 0.00
H -1.27320 -4.60928 -2.78518 0.00
H 0.32783 -5.42755 -2.71558 0.00
H 2.16501 -4.23384 -1.00477 0.00
H -2.88996 -2.71647 -2.07285 0.01
H -1.02912 1.78179 -4.44605 0.00
H -3.57631 0.16554 -4.75810 0.00
H -3.88328 -0.60310 -3.11942 0.00
H -3.22167 -1.51645 -4.51687 0.00
H 1.97899 -0.17996 -1.14427 -0.01
H 4.40519 0.16920 -1.32018 0.00
H 5.27866 1.99238 -2.96121 0.00
H 3.65053 3.27519 -4.29559 0.00
H 1.31877 2.59106 -4.27592 0.00
H -4.36773 -0.40506 2.38169 0.00
H -4.84412 -3.03100 1.56294 0.00
H -3.18631 -3.45130 1.90683 0.00
H -3.80929 -3.64175 0.20682 0.00
H -2.53247 2.13239 -1.08324 0.00
H -2.60790 4.61629 -0.96530 0.00
H -3.55812 5.73492 0.98976 0.00
H -4.44931 4.30123 2.90515 0.00
H -3.89062 1.83490 2.92520 0.00
H -0.56274 -2.45798 2.31172 -0.01
H -0.15083 -2.88837 4.63625 0.00
H 2.21963 -3.38277 5.43330 0.00
H 3.95522 -3.79433 3.72025 0.00
H 3.56738 -3.34816 1.32073 0.00
```